Entry from the OMol25 dataset: a cluster of 3 separate species, C4H10N2O2 in total at a distorted geometry (the ωB97M-V functional and the def2-TZVPD basis).

Geometry (Å):
C 0.33812 -1.60132 -0.90090
C -0.21826 -0.25853 -1.31739
C -1.40388 0.14582 -1.84438
N -1.40258 1.56188 -1.85166
C -0.34942 1.92005 -1.18414
N 0.41075 0.87503 -0.76041
H 1.18561 -2.03012 -1.41767
H 0.79151 -1.43952 0.07074
H -0.54548 -2.23086 -0.79652
H -2.05040 -0.49370 -2.42385
H -0.24330 2.97537 -0.94672
H 1.39113 0.90808 -0.52856
O -0.65529 -0.50078 2.73153
H -0.53768 -0.57793 1.77887
H -1.28570 0.23658 2.69625
O 1.95569 0.06786 2.25583
H 1.29087 0.31896 2.91196
H 1.32831 0.12311 1.52703

Cartesian forces (eV/Å) of the 6 atoms listed first:
-0.6511 0.8430 0.4247
0.9619 -0.5470 1.4635
1.8493 1.0930 -0.7874
-0.8767 -1.1833 0.3561
-0.8176 1.1307 -0.2351
-0.6380 -0.4873 -1.0936

Calculated values
E_tot (eV): -11384.6894
Energy relative to the best compared isomer or geometry (same formula, charge and spin) (kcal/mol): 51.04
Molar mass (g mol⁻¹): 118.1
Orbital gap (eV): 9.6
Charge: 0


Entry from the OMol25 dataset: a cluster of 2 separate species, C4H10N2O2 in total at a distorted geometry (the ωB97M-V functional and the def2-TZVPD basis).

Geometry (Å):
C -0.34530 1.63132 -0.62179
C 0.58459 1.21113 -1.72361
N -0.03808 1.07812 -2.95163
O 1.75935 0.92894 -1.61791
H -1.04450 0.90699 -0.24598
H -0.87709 2.47734 -1.06221
H 0.08759 2.03125 0.29284
H 0.55130 0.99224 -3.76239
H -0.98892 0.79824 -3.11731
C 0.30511 -1.34778 0.58051
C 0.04271 -0.78879 1.95906
N -0.34664 -1.69402 2.90769
O 0.37385 0.33054 2.29382
H 1.22158 -1.02596 0.09780
H -0.40772 -1.07323 -0.20426
H 0.13233 -2.42051 0.58204
H -0.37412 -1.39487 3.86782
H -0.63601 -2.64095 2.72552

Cartesian forces (eV/Å) of the 6 atoms listed first:
-0.1122 1.7036 0.1721
-0.1874 -1.5910 -0.1608
0.1094 0.2850 -0.5522
0.1030 0.6745 0.2564
-0.3557 -0.5234 -0.4448
-0.4847 -0.1172 0.1783

Calculated values
E_tot (eV): -11385.8918
Energy relative to the best compared isomer or geometry (same formula, charge and spin) (kcal/mol): 23.31
Molar mass (g mol⁻¹): 118.1
Orbital gap (eV): 10.5
Charge: 0


Entry from the OMol25 dataset: a cluster of 2 separate species, C4H10N2O2 in total at a distorted geometry (the ωB97M-V functional and the def2-TZVPD basis).

Geometry (Å):
C -3.07615 -0.22004 1.27232
C -1.94574 0.02581 0.30625
N -0.90431 0.77075 0.81049
O -1.88770 -0.33593 -0.84502
H -2.73302 -1.14527 1.73301
H -4.05899 -0.50944 0.86145
H -3.16026 0.57796 2.05907
H -0.04211 1.06012 0.23035
H -0.91719 0.95890 1.77797
C 1.60760 0.45136 -1.72526
C 2.12113 -0.11865 -0.43368
N 1.32984 -0.98994 0.25627
O 3.03070 0.45130 0.14076
H 2.19282 0.11797 -2.64882
H 1.68484 1.54387 -1.91515
H 0.60639 0.23952 -2.09113
H 1.72448 -1.20426 1.16958
H 0.66143 -1.64588 -0.09299

Cartesian forces (eV/Å) of the 6 atoms listed first:
-0.0282 -0.3113 0.8588
0.9759 1.7606 -0.5508
0.8678 0.4960 -1.2876
-0.5647 -0.8224 -0.6771
-0.1210 -0.1152 0.6446
0.6540 0.6346 -0.2935

Calculated values
E_tot (eV): -11385.6517
Energy relative to the best compared isomer or geometry (same formula, charge and spin) (kcal/mol): 28.85
Molar mass (g mol⁻¹): 118.1
Orbital gap (eV): 10.5
Charge: 0


Entry from the OMol25 dataset: the molecule C4H10N2O2 at a distorted geometry (the ωB97M-V functional and the def2-TZVPD basis).

Geometry (Å):
C 0.33138 -1.02920 -1.53678
C 0.59425 -0.58365 -0.15164
N 2.09810 -1.18042 0.31070
C 0.13494 0.14608 0.80049
N 0.48047 0.74430 1.97762
C -1.47512 0.68693 0.23994
O -1.29071 1.88772 -0.46617
O -2.30644 -0.19566 -0.45098
H 0.99927 -0.51400 -2.23002
H 0.54831 -2.09482 -1.60763
H -0.70932 -0.88248 -1.81025
H 2.81848 -0.78416 -0.28611
H 2.39697 -1.00701 1.26584
H 0.97758 0.17236 2.64322
H 0.34990 1.74581 2.01817
H -1.95243 0.97837 1.18457
H -0.83474 1.67906 -1.29144
H -3.16089 0.23079 -0.60952

Cartesian forces (eV/Å) of the 6 atoms listed first:
-0.5543 -0.2844 0.2459
6.8632 -2.4191 1.6551
-2.1063 0.3483 -1.5471
-6.4527 2.0436 -2.4851
0.1481 -0.8992 -0.0814
1.7396 0.5712 2.1931

Calculated values
E_tot (eV): -11382.5454
Energy relative to the best compared isomer or geometry (same formula, charge and spin) (kcal/mol): 100.48
Molar mass (g mol⁻¹): 118.1
Orbital gap (eV): 9.0
Charge: 0